The following is a quantum chemistry calculation of one molecule with the formula C2HBrN2O at a distorted geometry, from OMol25.

Bonds (Å) are listed after each position.
Positions of all 7 atoms, in Å:
1 Br 0.9707 1.9011 -3.6512  C2 1.838
2 C 0.4975 0.6935 -2.3485  Br1 1.838, N3 1.291, O6 1.349
3 N 0.2120 -0.5576 -2.4883  C2 1.291, N4 1.343
4 N -0.0718 -1.0172 -1.2581  N3 1.343, C5 1.288
5 C 0.0549 -0.0292 -0.4418  N4 1.288, O6 1.345, H7 1.069
6 O 0.4172 1.1056 -1.0668  C2 1.349, C5 1.345
7 H -0.0950 -0.0361 0.6170  C5 1.069

Strongest force on any atom, eV/A: 1.795
E_HOMO, eV: -10.20
Relative energy (zero: lowest compared OMol25 entry of this formula, charge and spin), kJ/mol: 0.0
Structure (SMILES): Brc1nnco1
Calculated total energy, eV: -77158.977

natural (NBO) atomic charge list, values in e, 4 entries: Br 0.156; C 0.330; N -0.295; N -0.273